(1)
Below is a molecular structure, H24HeO12 at a distorted geometry, with properties calculated with ωB97M-V/def2-TZVPD.

For the total energy, the calculation gives -25039.3789 eV. The value obtained for the HOMO energy is -0.38185 Ha. Its spin multiplicity is 1. The HOMO-LUMO gap is 10.14 eV. For the LUMO energy, the calculation gives -0.25 eV. The energy relative to the best compared isomer or geometry (same formula, charge and spin) is 18.1 kcal/mol. Its net charge is 0. The largest force on an atom comes out at 0.023 hartree/bohr.

Element x y z (Å)
He 10.87710 -1.75457 0.55263
O 12.80722 -0.81308 3.24858
H 11.85847 -0.78195 3.12549
H 13.04007 -1.72768 3.08873
O 11.80501 -5.54795 1.50181
H 12.31867 -5.01636 2.10993
H 10.89490 -5.32732 1.69994
O 10.08858 -2.03139 -2.42145
H 9.30401 -1.85985 -1.90065
H 10.73791 -1.41199 -2.08837
O 12.08369 2.04311 1.88073
H 11.63672 2.87430 1.72081
H 11.39818 1.46129 2.20905
O 11.67036 0.28714 -1.43245
H 10.85788 0.50840 -0.97732
H 12.27436 0.03224 -0.73501
O 13.54922 -0.41434 0.47852
H 13.38559 -0.48277 1.41915
H 13.39670 -1.29793 0.14349
O 7.54563 -1.63696 -1.44887
H 7.46406 -2.41278 -0.89418
H 6.64294 -1.38676 -1.64581
O 13.41334 -3.51602 2.92072
H 14.08520 -3.67295 2.25723
H 13.82145 -3.78482 3.74378
O 13.30387 -2.57112 -0.99791
H 13.20465 -3.51400 -1.12969
H 13.71699 -2.25847 -1.80278
O 9.93468 0.33403 2.41374
H 9.16733 -0.19082 2.64160
H 9.82561 0.52689 1.48253
O 9.12061 0.48776 -0.26005
H 8.58145 -0.26868 -0.49101
H 8.83390 1.17829 -0.85771
O 10.15118 -4.76917 -1.69013
H 11.08915 -4.81255 -1.50423
H 10.02497 -3.90777 -2.08800

=====

(2)
Below is a molecular structure, H24HeO12 at a distorted geometry, with properties calculated with ωB97M-V/def2-TZVPD.

For the total energy, the calculation gives -25039.4178 eV. The value obtained for the HOMO energy is -0.38025 Ha. Its spin multiplicity is 1. The HOMO-LUMO gap is 9.94 eV. For the LUMO energy, the calculation gives -0.40 eV. The energy relative to the best compared isomer or geometry (same formula, charge and spin) is 17.2 kcal/mol. Its net charge is 0. The largest force on an atom comes out at 0.023 hartree/bohr.

Element x y z (Å)
He -2.34841 -6.05935 4.39144
O -3.01481 -4.53263 2.32005
H -2.44548 -3.76442 2.36402
H -3.41838 -4.58217 3.18660
O -2.28439 -3.15944 4.90184
H -1.41937 -3.56836 4.87429
H -2.82131 -3.76771 5.40974
O 0.00887 -4.75473 5.41120
H -0.03202 -5.65415 5.08623
H -0.14249 -4.83278 6.35313
O -3.48778 -9.07257 2.82419
H -3.45430 -8.31613 2.23861
H -3.24786 -8.72264 3.68222
O -0.73576 -7.95910 1.23156
H 0.04688 -7.69767 0.74642
H -1.42788 -7.38976 0.89534
O 1.09616 -4.68001 1.63709
H 1.69165 -4.06515 2.06555
H 0.69088 -5.16299 2.35731
O -0.54982 -7.22148 6.58342
H -1.26915 -7.42928 5.98708
H -0.97347 -7.07825 7.42974
O -3.36950 -6.90478 0.90115
H -3.35433 -6.02885 1.28682
H -4.28560 -7.04599 0.66228
O -3.20776 -4.45164 7.22603
H -4.06394 -4.87443 7.29261
H -2.60405 -5.06485 7.64524
O -3.32558 -8.35224 5.68305
H -3.96203 -7.77921 6.11061
H -3.24550 -9.10309 6.27130
O 0.17908 -6.78868 3.67116
H -0.45221 -6.98960 2.98026
H 0.96715 -7.27268 3.42432
O -5.02261 -4.37574 4.76684
H -5.01776 -3.45594 4.50196
H -5.94108 -4.56552 4.95827

=====

(3)
Below is a molecular structure, H24HeO12 at a distorted geometry, with properties calculated with ωB97M-V/def2-TZVPD.

For the total energy, the calculation gives -25039.0196 eV. The value obtained for the HOMO energy is -0.36298 Ha. Its spin multiplicity is 1. The HOMO-LUMO gap is 9.44 eV. For the LUMO energy, the calculation gives -0.44 eV. The energy relative to the best compared isomer or geometry (same formula, charge and spin) is 26.4 kcal/mol. Its net charge is 0. The largest force on an atom comes out at 0.021 hartree/bohr.

Element x y z (Å)
He -0.17265 -0.43810 0.56833
O -2.49599 2.16310 -2.27615
H -2.69168 2.14564 -3.21297
H -2.52228 1.24450 -2.00833
O 0.23491 0.10388 -2.40543
H 0.05570 0.89666 -2.91102
H 1.11663 -0.15650 -2.67188
O 3.16884 -1.91884 0.43017
H 2.90988 -1.93914 -0.49111
H 3.69974 -2.70661 0.54765
O 0.75550 -2.46666 1.67877
H 0.52073 -1.54094 1.74329
H 1.62442 -2.46645 1.27724
O -1.03579 2.50520 1.81846
H -0.66517 2.31781 0.95606
H -0.55323 1.93425 2.41628
O -1.84508 -1.90283 -2.24475
H -1.05073 -1.40843 -2.44681
H -2.28238 -1.38776 -1.56674
O -1.80456 -3.45695 2.18973
H -0.90665 -3.29061 1.90284
H -2.24582 -2.61238 2.09907
O -3.06103 -0.28556 -0.52556
H -3.18922 -0.44899 0.40883
H -3.88266 0.11138 -0.81470
O -0.03533 0.21249 3.07660
H -0.38405 -0.40100 3.72332
H 0.89081 0.29870 3.30255
O 2.47547 0.79658 1.07446
H 3.31344 1.22132 0.89109
H 2.66485 -0.14027 1.02263
O 2.19210 2.57217 -2.30334
H 1.64448 2.40988 -1.53523
H 1.99773 3.47640 -2.54994
O 0.40791 1.88794 -0.32295
H 0.10003 1.29423 -1.00774
H 1.05113 1.37589 0.16725